# 1
{"formula": "C12H36FO6Pb", "method": "the ωB97M-V functional and the def2-TZVPD basis", "gap_ev": 3.194, "mol_weight_g_mol": 502.61, "charge": 1, "energy_ev": -33262.73092, "species": ["Pb", "F", "C", "C", "O", "H", "H", "H", "H", "H", "H", "C", "C", "O", "H", "H", "H", "H", "H", "H", "C", "C", "O", "H", "H", "H", "H", "H", "H", "C", "C", "O", "H", "H", "H", "H", "H", "H", "C", "C", "O", "H", "H", "H", "H", "H", "H", "C", "C", "O", "H", "H", "H", "H", "H", "H"], "xyz": [[-0.737, 3.139, 1.228], [-0.588, -0.538, -0.040], [-0.097, 6.799, -3.236], [0.559, 5.492, -3.719], [0.019, 4.413, -2.974], [0.259, 7.661, -3.800], [0.195, 7.081, -2.225], [-1.179, 6.713, -3.337], [1.638, 5.588, -3.593], [0.309, 5.433, -4.778], [0.397, 3.621, -3.363], [-1.213, -5.424, -1.698], [-2.634, -4.927, -1.408], [-2.676, -4.180, -0.188], [-1.235, -6.067, -2.578], [-0.815, -5.993, -0.858], [-0.464, -4.639, -1.800], [-3.305, -5.745, -1.145], [-3.034, -4.243, -2.156], [-2.105, -3.438, -0.403], [0.294, -0.197, -7.178], [-0.301, -0.500, -5.835], [0.652, -0.319, -4.847], [0.692, 0.817, -7.153], [-0.504, -0.188, -7.921], [1.055, -0.946, -7.397], [-0.641, -1.531, -5.741], [-1.172, 0.120, -5.627], [0.300, -0.453, -3.963], [1.746, -3.905, 6.167], [0.910, -3.612, 4.937], [1.555, -2.627, 4.165], [1.236, -4.668, 6.755], [1.849, -2.985, 6.742], [2.783, -4.192, 5.990], [-0.099, -3.248, 5.131], [0.825, -4.454, 4.250], [1.158, -2.573, 3.293], [-4.116, -0.272, 6.102], [-4.065, 0.320, 4.701], [-3.532, 1.579, 4.688], [-4.878, 0.108, 6.783], [-3.127, -0.248, 6.560], [-4.392, -1.317, 5.955], [-5.107, 0.419, 4.397], [-3.520, -0.247, 3.946], [-3.807, 2.000, 5.506], [4.559, 1.476, 0.158], [4.773, 2.998, 0.102], [3.567, 3.640, 0.296], [3.826, 1.199, -0.600], [4.219, 1.170, 1.148], [5.432, 0.839, 0.022], [5.182, 3.286, -0.866], [5.490, 3.238, 0.888], [3.861, 4.527, 0.516]], "forces_ev_per_a": [[0.261, -1.653, -0.720], [-0.085, 1.567, 0.508], [0.431, -0.207, 0.001], [-0.469, 1.895, 0.229], [0.122, -0.251, 0.152], [-0.120, -0.192, -0.458], [-0.221, -0.428, 0.315], [0.026, 0.166, 0.129], [0.121, -0.302, -0.065], [0.149, -0.475, -0.095], [-0.078, -0.332, 0.043], [-0.344, -0.202, 0.161], [0.342, 0.059, 1.249], [0.488, 0.367, -0.087], [0.260, 0.075, -0.085], [-0.394, -0.296, 0.078], [-0.293, 0.353, -0.459], [-0.030, -0.193, -0.859], [-0.075, -0.582, -0.590], [0.073, 0.489, 0.622], [-0.323, 0.116, 0.192], [-1.201, -0.609, 0.234], [1.657, 0.758, 0.980], [0.335, -0.108, -0.077], [0.135, -0.282, -0.156], [0.054, 0.282, -0.286], [-0.253, -0.258, -0.544], [-0.215, 0.282, -0.181], [-0.203, -0.164, -0.104], [-0.393, 0.421, 0.133], [0.280, -0.355, -1.017], [0.869, 1.255, -0.225], [0.172, 0.051, 0.175], [-0.313, 0.012, 0.245], [-0.223, -0.333, -0.534], [-0.151, -0.251, 0.660], [-0.196, -0.667, 0.510], [-0.074, -0.104, 0.014], [0.550, -1.213, -0.618], [-1.771, -0.964, 0.476], [1.420, 2.443, -0.013], [0.080, 0.550, -0.260], [-0.043, 0.004, 0.173], [0.106, -0.218, 0.243], [-0.233, -0.427, -0.516], [-0.042, -0.415, 0.352], [0.069, 0.316, -0.002], [-0.226, 0.151, 0.017], [1.792, -2.494, -0.290], [-1.369, 1.126, 0.634], [-0.092, -0.162, 0.095], [-0.413, 0.212, 0.035], [0.302, 0.514, -0.377], [0.235, -0.035, -0.074], [0.111, 0.317, 0.024], [-0.601, 0.393, 0.013]], "nbo_charge": [1.643, -0.658, -0.628, -0.070, -0.750, 0.228, 0.193, 0.213, 0.165, 0.175, 0.481, -0.644, -0.069, -0.722, 0.215, 0.216, 0.203, 0.183, 0.160, 0.456, -0.623, -0.051, -0.736, 0.208, 0.216, 0.218, 0.155, 0.142, 0.473, -0.631, -0.055, -0.742, 0.216, 0.208, 0.220, 0.153, 0.161, 0.469, -0.657, -0.060, -0.743, 0.218, 0.211, 0.232, 0.154, 0.177, 0.471, -0.634, -0.069, -0.740, 0.210, 0.206, 0.234, 0.164, 0.163, 0.473]}

# 2
{"formula": "C12H36O10SSr", "method": "the ωB97M-V functional and the def2-TZVPD basis", "multiplicity": 2, "gap_ev": [11.047, 6.638], "mol_weight_g_mol": 460.10, "charge": 1, "energy_ev": -45169.08057, "species": ["Sr", "S", "O", "O", "O", "O", "C", "C", "O", "H", "H", "H", "H", "H", "H", "C", "C", "O", "H", "H", "H", "H", "H", "H", "C", "C", "O", "H", "H", "H", "H", "H", "H", "C", "C", "O", "H", "H", "H", "H", "H", "H", "C", "C", "O", "H", "H", "H", "H", "H", "H", "C", "C", "O", "H", "H", "H", "H", "H", "H"], "xyz": [[0.356, -0.125, 0.668], [2.204, -0.558, 3.079], [1.989, -1.607, 4.033], [3.387, 0.295, 3.282], [2.306, -1.102, 1.756], [1.016, 0.279, 2.981], [-2.300, -0.253, -2.499], [-2.116, 0.940, -1.656], [-0.786, 1.184, -1.402], [-1.776, -1.168, -2.221], [-1.925, -0.124, -3.514], [-3.342, -0.566, -2.579], [-2.562, 0.780, -0.674], [-2.536, 1.842, -2.101], [-0.344, 1.586, -2.154], [-0.084, -4.778, -0.035], [0.190, -3.380, 0.554], [-0.501, -2.352, -0.076], [-1.155, -4.963, -0.120], [0.367, -5.536, 0.605], [0.425, -4.787, -0.998], [1.257, -3.165, 0.518], [-0.065, -3.289, 1.609], [-1.429, -2.591, -0.139], [-0.324, 4.615, 1.267], [-1.314, 3.470, 1.156], [-0.618, 2.319, 1.482], [0.184, 4.614, 2.232], [-0.896, 5.535, 1.144], [0.432, 4.521, 0.487], [-1.759, 3.444, 0.161], [-2.139, 3.594, 1.858], [-0.164, 2.483, 2.312], [-3.983, -1.357, 2.624], [-3.055, -0.114, 2.398], [-1.734, -0.625, 2.091], [-3.908, -1.788, 3.622], [-3.795, -2.100, 1.849], [-5.019, -1.035, 2.525], [-3.122, 0.629, 3.194], [-3.342, 0.436, 1.502], [-1.495, -1.181, 2.836], [4.206, 2.091, -1.312], [2.709, 2.415, -1.018], [2.290, 1.764, 0.123], [4.864, 2.591, -0.602], [4.466, 2.472, -2.299], [4.344, 1.011, -1.258], [2.075, 2.071, -1.835], [2.534, 3.479, -0.860], [2.957, 1.978, 0.779], [1.227, -2.333, -3.257], [1.393, -0.865, -2.899], [1.601, -0.759, -1.519], [0.497, -2.750, -2.563], [2.144, -2.876, -3.031], [0.937, -2.489, -4.296], [0.531, -0.221, -3.075], [2.249, -0.444, -3.427], [2.449, -1.158, -1.310]], "forces_ev_per_a": [[-0.353, 1.473, -0.616], [-1.992, 1.268, -0.123], [1.128, -0.516, 1.378], [0.873, -0.371, 0.963], [1.636, -2.028, -2.836], [-1.147, 1.460, 0.989], [-0.490, -1.559, -1.526], [-1.114, 0.259, 0.316], [2.412, 0.302, 0.816], [0.254, 0.169, 0.826], [-0.186, 0.438, -0.215], [-0.151, 0.282, -0.066], [-0.282, 0.156, 0.052], [-0.511, -0.123, -0.008], [-0.035, 0.048, -0.081], [0.540, 1.094, 0.340], [0.531, -1.542, 1.295], [-0.682, 0.880, -1.429], [0.035, -0.087, -0.128], [-0.074, 0.004, -0.042], [-0.348, -0.363, -0.164], [0.016, 0.124, -0.280], [-0.003, -0.601, 0.360], [-0.190, -0.013, 0.044], [-0.752, 0.362, -0.461], [0.077, 1.465, 0.472], [0.273, -2.220, -0.341], [-0.130, 0.078, 0.101], [0.405, 0.310, 0.034], [-0.019, 0.118, -0.024], [0.273, -0.465, -0.096], [-0.193, 0.197, 0.084], [0.145, -0.206, 0.230], [-0.063, 1.474, -0.177], [-0.743, -1.421, -0.775], [-0.334, 0.536, 0.459], [0.350, -0.030, -0.067], [0.069, -0.018, 0.121], [-0.090, -0.028, -0.022], [0.564, -0.305, 0.358], [-0.153, -0.189, -0.096], [0.305, -0.087, 0.241], [-1.142, 0.586, -0.154], [1.229, 0.421, -1.270], [-0.529, -1.051, 1.496], [-0.035, -0.107, 0.147], [0.091, -0.165, -0.042], [0.114, 0.050, -0.088], [0.043, 0.014, -0.109], [0.190, 0.264, -0.436], [-0.097, -0.227, 0.586], [-0.364, 0.215, 0.271], [0.141, -0.276, -0.763], [0.432, 0.315, 1.331], [-0.335, -0.063, -0.282], [0.223, 0.082, -0.286], [0.032, -0.079, 0.092], [-0.106, -0.414, -0.404], [0.019, 0.172, -0.162], [0.244, -0.061, 0.165]], "nbo_charge": [1.835, 2.554, -0.750, -0.629, -1.019, -1.101, -0.655, -0.069, -0.764, 0.212, 0.215, 0.234, 0.171, 0.186, 0.489, -0.635, -0.076, -0.781, 0.209, 0.239, 0.217, 0.196, 0.162, 0.491, -0.628, -0.058, -0.767, 0.206, 0.222, 0.207, 0.178, 0.163, 0.494, -0.645, -0.060, -0.788, 0.223, 0.207, 0.229, 0.192, 0.172, 0.491, -0.643, -0.051, -0.757, 0.217, 0.227, 0.210, 0.158, 0.169, 0.488, -0.642, -0.058, -0.778, 0.214, 0.212, 0.231, 0.171, 0.175, 0.489]}